1.
Here is 10 unconnected molecules or ions with the total composition C64H144F4N10O8S4 in a non-equilibrium geometry from the OMol25 dataset. Energies are from ωB97M-V with the def2-TZVPD basis set.

```
! wB97M-V def2-TZVPD RIJCOSX def2/J DEFGRID3
* xyz 6 1
C -9.10 0.02 -4.18
C -9.63 0.71 -2.97
C -9.10 0.07 -1.67
N -9.89 0.38 -0.38
C -11.24 -0.36 -0.33
C -9.04 0.01 0.89
C -8.26 1.28 1.21
C -8.76 2.41 0.34
C -10.08 1.87 -0.23
H -8.01 -0.04 -4.18
H -9.39 0.49 -5.11
H -9.46 -1.01 -4.19
H -10.72 0.69 -2.94
H -9.30 1.72 -3.19
H -8.10 0.39 -1.37
H -9.06 -1.01 -1.75
H -11.62 0.01 0.62
H -11.05 -1.44 -0.37
H -11.76 -0.06 -1.24
H -9.71 -0.40 1.64
H -8.43 -0.84 0.55
H -8.44 1.56 2.25
H -7.21 1.18 0.91
H -8.97 3.32 0.91
H -8.01 2.63 -0.42
H -10.82 2.28 0.46
H -10.43 2.27 -1.19
C 12.11 -2.22 7.51
C 10.67 -2.07 6.92
C 9.75 -3.11 7.45
N 8.32 -3.15 6.83
C 8.30 -3.49 5.32
C 7.68 -1.75 7.08
C 6.18 -2.00 7.48
C 5.90 -3.48 7.29
C 7.33 -4.08 7.57
H 12.90 -1.54 7.21
H 12.46 -3.26 7.46
H 12.16 -2.03 8.58
H 10.78 -2.17 5.84
H 10.29 -1.08 7.16
H 9.64 -3.07 8.53
H 10.09 -4.14 7.37
H 7.27 -3.47 4.97
H 8.68 -4.50 5.44
H 9.03 -2.94 4.71
H 7.83 -1.14 6.18
H 8.13 -1.40 8.01
H 5.51 -1.40 6.87
H 5.97 -1.64 8.49
H 5.53 -3.84 6.33
H 5.14 -3.86 7.97
H 7.60 -5.09 7.27
H 7.69 -3.95 8.59
C -5.89 8.05 -4.53
C -6.85 9.18 -5.01
C -8.32 8.85 -5.19
N -9.18 10.16 -5.49
C -8.77 10.75 -6.90
C -9.10 11.21 -4.35
C -10.28 12.02 -4.53
C -11.41 11.04 -4.95
C -10.68 9.75 -5.40
H -4.88 8.29 -4.84
H -6.26 7.07 -4.83
H -5.85 8.05 -3.44
H -6.43 9.57 -5.94
H -6.77 9.92 -4.22
H -8.79 8.48 -4.28
H -8.55 8.12 -5.96
H -9.54 11.52 -7.00
H -8.91 9.98 -7.65
H -7.80 11.24 -6.81
H -8.13 11.69 -4.33
H -9.22 10.87 -3.32
H -10.10 12.69 -5.37
H -10.54 12.71 -3.72
H -12.15 11.35 -5.69
H -12.08 10.82 -4.13
H -10.94 9.38 -6.39
H -10.86 8.94 -4.70
C 5.19 -2.64 -13.57
C 4.52 -2.22 -12.23
C 5.51 -2.12 -11.10
N 4.88 -1.77 -9.73
C 4.06 -0.42 -9.80
C 4.03 -2.99 -9.32
C 4.08 -2.96 -7.81
C 5.11 -1.92 -7.23
C 5.88 -1.69 -8.53
H 5.09 -3.72 -13.59
H 6.25 -2.41 -13.64
H 4.71 -2.28 -14.48
H 3.74 -2.96 -12.09
H 4.07 -1.25 -12.42
H 6.18 -1.33 -11.45
H 6.13 -2.99 -10.85
H 3.72 -0.14 -8.81
H 3.18 -0.65 -10.41
H 4.64 0.34 -10.32
H 3.05 -2.81 -9.77
H 4.46 -3.89 -9.76
H 3.09 -2.62 -7.48
H 4.26 -3.98 -7.46
H 4.62 -1.01 -6.87
H 5.76 -2.45 -6.54
H 6.29 -0.68 -8.63
H 6.69 -2.42 -8.65
C -4.16 -7.94 -8.08
C -4.38 -7.22 -6.76
C -3.06 -7.11 -5.98
N -3.36 -7.04 -4.44
C -4.32 -5.85 -4.25
C -2.04 -6.88 -3.65
C -2.19 -7.69 -2.37
C -3.54 -8.46 -2.49
C -4.02 -8.34 -3.93
H -3.59 -7.33 -8.78
H -5.12 -8.23 -8.50
H -3.71 -8.92 -7.86
H -5.15 -7.80 -6.24
H -4.64 -6.18 -6.94
H -2.45 -6.26 -6.28
H -2.49 -8.02 -6.16
H -3.73 -4.97 -4.51
H -4.51 -5.75 -3.18
H -5.31 -5.91 -4.69
H -1.85 -5.81 -3.50
H -1.38 -7.42 -4.32
H -2.24 -6.98 -1.55
H -1.33 -8.36 -2.26
H -4.29 -8.05 -1.81
H -3.53 -9.53 -2.30
H -5.10 -8.28 -4.04
H -3.59 -9.12 -4.57
C -2.89 3.32 8.50
C -3.53 4.31 9.49
C -3.45 3.99 11.00
N -4.23 5.06 11.80
C -3.71 6.46 11.46
C -5.75 5.11 11.48
C -6.42 5.55 12.88
C -5.29 5.55 13.98
C -4.10 4.78 13.34
H -3.32 2.32 8.56
H -1.81 3.19 8.60
H -3.20 3.63 7.50
H -4.61 4.36 9.35
H -3.10 5.28 9.23
H -2.42 3.89 11.34
H -4.04 3.08 11.12
H -4.16 7.13 12.20
H -3.87 6.82 10.45
H -2.63 6.31 11.58
H -6.08 5.79 10.69
H -6.06 4.09 11.27
H -6.93 6.52 12.93
H -7.12 4.74 13.11
H -5.04 6.59 14.20
H -5.49 5.02 14.91
H -3.17 5.22 13.70
H -4.22 3.70 13.46
C 4.80 -10.91 2.33
C 5.08 -12.31 1.90
C 5.42 -13.30 3.04
N 5.91 -14.70 2.60
C 4.81 -15.35 1.68
C 6.28 -15.60 3.79
C 7.22 -16.67 3.19
C 7.89 -15.98 1.96
C 7.23 -14.64 1.81
H 4.01 -10.77 3.06
H 4.67 -10.27 1.45
H 5.76 -10.63 2.77
H 5.88 -12.26 1.17
H 4.31 -12.71 1.23
H 4.51 -13.45 3.61
H 6.19 -12.93 3.72
H 3.90 -15.12 2.25
H 5.03 -16.42 1.65
H 4.81 -14.89 0.69
H 5.45 -15.83 4.45
H 6.79 -14.86 4.40
H 6.79 -17.56 2.73
H 7.98 -16.96 3.91
H 7.84 -16.56 1.03
H 8.97 -15.83 1.96
H 7.05 -14.45 0.76
H 7.79 -13.74 2.07
C 1.96 8.03 2.43
C 2.91 8.95 1.77
C 2.65 8.93 0.22
N 3.20 10.20 -0.50
C 2.42 11.44 -0.07
C 3.15 9.97 -2.05
C 4.14 10.97 -2.63
C 5.11 11.38 -1.48
C 4.71 10.34 -0.35
H 0.89 7.96 2.23
H 2.02 8.25 3.49
H 2.31 7.00 2.31
H 3.91 8.59 2.02
H 2.69 9.96 2.14
H 1.59 8.71 0.06
H 3.17 8.04 -0.13
H 2.55 12.29 -0.74
H 2.82 11.76 0.89
H 1.39 11.12 0.06
H 2.14 10.28 -2.34
H 3.36 8.92 -2.22
H 3.64 11.82 -3.10
H 4.68 10.48 -3.44
H 4.84 12.36 -1.08
H 6.13 11.41 -1.85
H 5.01 10.64 0.65
H 5.04 9.31 -0.50
N 9.94 2.19 1.68
S 9.05 2.39 0.54
O 9.57 1.98 -0.79
O 8.06 3.41 0.47
F 8.12 1.13 0.88
S 10.96 3.49 1.13
O 10.40 4.82 1.00
O 12.09 3.16 0.28
F 11.75 3.59 2.56
N -0.60 -0.72 0.14
S 0.84 -0.94 0.59
O 1.51 0.00 1.46
O 1.61 -1.66 -0.42
F 0.61 -2.09 1.71
S -0.22 0.82 -0.65
O 1.06 1.12 -1.24
O -0.94 1.97 -0.01
F -1.18 0.59 -1.94
*
```

Computed properties:
* LUMO: -0.2688 Eh
* highest occupied orbital energy: -0.475 Ha
* frontier orbital gap: 5.6 eV

These are the Löwdin partial charges, in e, on atoms 1 to 5:
1. C -0.1086
2. C -0.2422
3. C -0.0913
4. N -0.2571
5. C 0.0601

---

2.
Here is 14 unconnected molecules or ions with the total composition C64H148Cl8 in a non-equilibrium geometry from the OMol25 dataset. Energies are from ωB97M-V with the def2-TZVPD basis set.

```
! wB97M-V def2-TZVPD RIJCOSX def2/J DEFGRID3
* xyz 0 1
C -29.85 -20.63 6.42
C -29.54 -19.83 7.68
C -28.06 -19.91 8.24
C -27.80 -21.26 8.82
C -26.48 -21.39 9.65
C -26.30 -22.84 10.07
H -29.29 -20.28 5.53
H -30.86 -20.72 6.19
H -29.58 -21.68 6.52
H -29.83 -18.77 7.55
H -30.10 -20.21 8.53
H -27.92 -19.17 9.01
H -27.38 -19.70 7.41
H -28.54 -21.59 9.58
H -27.77 -22.12 8.20
H -25.56 -21.09 9.13
H -26.61 -20.74 10.51
H -27.13 -23.32 10.53
H -26.06 -23.45 9.18
H -25.45 -22.94 10.72
C -29.01 -14.31 9.05
C -27.70 -14.36 8.24
C -26.48 -14.92 9.09
C -25.17 -14.80 8.27
C -23.98 -15.78 8.57
C -23.12 -16.03 7.35
H -28.85 -13.86 10.01
H -29.38 -15.29 9.29
H -29.73 -13.73 8.48
H -27.73 -14.89 7.31
H -27.50 -13.27 7.94
H -26.66 -15.96 9.47
H -26.42 -14.41 10.02
H -25.41 -14.96 7.23
H -24.74 -13.83 8.35
H -23.32 -15.45 9.36
H -24.38 -16.68 8.94
H -23.72 -16.12 6.41
H -22.44 -15.18 7.35
H -22.50 -16.95 7.49
C -25.64 -16.09 4.11
C -26.55 -17.35 4.26
C -26.56 -18.35 3.11
C -26.95 -17.71 1.79
C -27.18 -18.79 0.74
C -27.59 -18.22 -0.58
H -25.52 -15.57 5.07
H -25.99 -15.33 3.40
H -24.65 -16.26 3.83
H -26.24 -17.96 5.16
H -27.54 -16.98 4.39
H -27.28 -19.10 3.42
H -25.53 -18.69 3.07
H -27.90 -17.19 1.97
H -26.23 -16.92 1.50
H -26.27 -19.38 0.56
H -27.95 -19.50 1.08
H -26.82 -17.86 -1.27
H -28.26 -18.90 -1.09
H -28.22 -17.30 -0.34
C -20.55 -8.20 6.65
C -21.15 -8.44 5.32
C -22.37 -7.57 5.11
C -23.20 -8.07 3.87
C -24.64 -7.56 3.79
C -24.81 -6.03 3.70
H -19.73 -8.88 6.77
H -21.20 -8.52 7.44
H -20.37 -7.14 6.69
H -20.42 -8.27 4.53
H -21.54 -9.44 5.30
H -22.14 -6.52 5.12
H -22.98 -7.70 6.02
H -22.71 -7.72 2.93
H -23.21 -9.19 3.83
H -25.17 -8.02 2.90
H -25.19 -7.92 4.64
H -25.74 -5.58 4.07
H -24.01 -5.57 4.29
H -24.56 -5.71 2.72
C -30.79 -13.47 -4.18
C -31.93 -14.39 -3.69
C -31.86 -14.75 -2.28
C -30.50 -14.98 -1.71
C -30.61 -15.48 -0.25
C -31.33 -16.74 0.07
H -29.74 -13.87 -4.11
H -30.83 -12.53 -3.57
H -30.90 -13.26 -5.28
H -32.90 -13.89 -3.83
H -31.91 -15.30 -4.32
H -32.45 -15.61 -2.08
H -32.31 -13.97 -1.68
H -29.89 -15.71 -2.22
H -29.96 -14.04 -1.69
H -29.56 -15.66 0.10
H -31.06 -14.72 0.42
H -30.95 -17.60 -0.52
H -31.22 -16.96 1.14
H -32.41 -16.61 -0.08
C -33.98 -14.77 2.08
C -35.05 -14.11 1.18
C -34.98 -14.74 -0.20
C -36.08 -14.24 -1.09
C -35.96 -14.74 -2.53
C -35.79 -16.26 -2.59
H -33.10 -14.17 1.82
H -33.74 -15.79 1.87
H -34.08 -14.71 3.15
H -35.99 -14.35 1.67
H -34.95 -13.02 1.08
H -35.12 -15.81 0.00
H -34.02 -14.58 -0.63
H -37.03 -14.66 -0.66
H -36.16 -13.18 -1.00
H -36.84 -14.43 -3.11
H -35.01 -14.31 -2.97
H -34.90 -16.51 -2.03
H -36.63 -16.77 -2.16
H -35.68 -16.73 -3.58
C -27.28 -9.32 6.65
C -28.46 -10.10 7.32
C -29.70 -9.32 7.12
C -31.00 -9.81 7.78
C -31.46 -11.16 7.32
C -32.84 -11.57 8.02
H -27.41 -9.32 5.54
H -26.37 -9.79 6.82
H -27.40 -8.30 6.96
H -28.52 -11.11 6.84
H -28.34 -10.38 8.38
H -29.91 -9.30 6.07
H -29.58 -8.24 7.41
H -30.88 -9.85 8.89
H -31.79 -9.07 7.57
H -31.70 -11.00 6.24
H -30.64 -11.90 7.36
H -32.49 -12.04 8.95
H -33.47 -10.73 8.19
H -33.28 -12.34 7.42
C -33.13 -11.46 3.32
C -34.04 -10.23 3.26
C -33.70 -9.16 4.33
C -34.49 -7.88 4.04
C -34.54 -6.84 5.10
C -33.15 -6.43 5.53
H -33.40 -12.29 2.66
H -33.36 -11.91 4.28
H -32.12 -11.25 3.06
H -34.04 -9.71 2.27
H -35.12 -10.48 3.35
H -32.64 -8.95 4.42
H -33.93 -9.53 5.37
H -33.96 -7.44 3.20
H -35.49 -8.17 3.73
H -35.11 -6.01 4.75
H -35.07 -7.15 6.00
H -32.53 -6.41 4.63
H -33.02 -5.45 6.07
H -32.72 -7.22 6.17
C -27.20 -14.31 0.50
C -26.42 -14.98 -0.68
C -25.47 -14.02 -1.33
C -24.58 -14.70 -2.24
C -23.53 -13.73 -2.76
C -22.63 -14.26 -3.94
H -26.55 -13.79 1.23
H -27.77 -15.06 1.09
H -27.92 -13.59 0.14
H -25.91 -15.86 -0.32
H -27.02 -15.30 -1.52
H -24.90 -13.49 -0.56
H -26.06 -13.30 -1.93
H -24.01 -15.58 -1.85
H -25.14 -15.04 -3.15
H -24.03 -12.77 -3.09
H -22.91 -13.47 -1.92
H -22.12 -13.40 -4.41
H -21.93 -15.04 -3.61
H -23.24 -14.76 -4.67
C -30.32 -15.96 4.42
C -29.71 -14.86 3.58
C -29.65 -13.47 4.21
C -29.11 -12.46 3.20
C -28.99 -11.04 3.75
C -28.36 -10.10 2.73
H -29.74 -16.19 5.38
H -30.39 -16.85 3.83
H -31.34 -15.75 4.79
H -28.73 -15.17 3.36
H -30.23 -14.88 2.59
H -29.06 -13.46 5.14
H -30.64 -13.21 4.49
H -28.20 -12.71 2.68
H -29.90 -12.46 2.41
H -29.96 -10.61 3.94
H -28.43 -11.09 4.67
H -28.20 -9.07 3.16
H -27.40 -10.48 2.36
H -29.00 -9.92 1.89
C -32.87 -11.71 -0.58
Cl -33.86 -11.56 -2.04
Cl -31.18 -11.16 -0.75
H -33.29 -11.19 0.21
H -32.88 -12.78 -0.29
C -24.89 -8.17 -0.12
Cl -24.13 -9.66 0.38
Cl -26.59 -8.13 0.39
H -24.28 -7.36 0.34
H -24.81 -8.09 -1.22
C -26.89 -10.61 -2.22
Cl -27.98 -11.64 -3.17
Cl -25.72 -9.83 -3.34
H -27.52 -9.82 -1.75
H -26.43 -11.30 -1.56
C -25.11 -12.45 4.91
Cl -24.32 -11.59 6.29
Cl -24.97 -11.45 3.42
H -24.58 -13.36 4.83
H -26.15 -12.59 5.07
*
```

Computed properties:
* LUMO: 0.0198 Eh
* highest occupied orbital energy: -0.388 Ha
* frontier orbital gap: 11.1 eV

These are the Löwdin partial charges, in e, on atoms 1 to 5:
1. C -0.1109
2. C -0.2455
3. C -0.2037
4. C -0.2474
5. C -0.2617

---

| no. | E_tot (eV) |
| --- | --- |
| 1 | -154133.410 |
| 2 | -168946.902 |